{
  "formula": "C30H22Cl5F6N4O4S2Zr",
  "method": "wB97M-V/def2-TZVPD",
  "symbols": ["Zr", "C", "C", "C", "C", "C", "C", "C", "N", "C", "N", "C", "C", "C", "C", "C", "C", "C", "N", "C", "C", "C", "C", "C", "C", "C", "H", "H", "H", "H", "H", "H", "H", "H", "H", "H", "H", "H", "H", "H", "H", "H", "H", "H", "H", "H", "H", "H", "F", "C", "F", "F", "S", "O", "O", "N", "S", "O", "O", "C", "F", "F", "F", "Cl", "C", "C", "C", "Cl", "C", "Cl", "C", "Cl", "C", "Cl"],
  "xyz": [[-0.14903, 0.06945, 0.12384], [0.09899, 0.71663, -6.94454], [-0.71954, 1.82572, -6.34100], [-1.39174, 2.73894, -7.14414], [-2.14261, 3.76859, -6.59879], [-2.24720, 3.88715, -5.22268], [-1.60844, 2.97408, -4.39934], [-0.83752, 1.95707, -4.95616], [-0.21205, 0.95681, -4.15110], [-0.02981, 0.99687, -2.81664], [0.37648, 2.17377, -2.27145], [-0.32944, 2.77865, -1.18152], [-1.10691, 1.98112, -0.32404], [-1.93973, 2.67247, 0.56546], [-1.99702, 4.05550, 0.58870], [-1.13603, 4.79333, -0.20785], [-0.27578, 4.17186, -1.10100], [0.67572, 4.97774, -1.94624], [-0.18832, -0.06242, -2.04896], [-0.83247, -1.19994, -2.69216], [-0.05451, -2.14386, -3.35550], [-0.62293, -3.29491, -3.87569], [-1.98610, -3.49838, -3.74610], [-2.77623, -2.51589, -3.17116], [-2.23034, -1.34066, -2.66520], [-3.14574, -0.23415, -2.22020], [0.21491, 0.87209, -8.01431], [-0.38261, -0.25629, -6.80181], [1.09340, 0.66981, -6.49692], [-1.32936, 2.63391, -8.21996], [-2.65275, 4.46879, -7.24627], [-2.84285, 4.67553, -4.78226], [-1.74389, 3.04337, -3.32738], [-0.26987, 0.02379, -4.53766], [0.68800, 2.84364, -2.96062], [-2.57538, 2.12459, 1.24998], [-2.66670, 4.55801, 1.27470], [-1.14005, 5.87477, -0.14649], [0.70375, 6.00550, -1.59220], [0.37422, 5.00409, -2.99862], [1.68867, 4.57315, -1.89085], [1.01271, -1.98159, -3.44055], [-0.00381, -4.02634, -4.37748], [-2.44047, -4.40657, -4.12001], [-3.85060, -2.65265, -3.13190], [-4.08466, -0.63697, -1.84319], [-3.38334, 0.39970, -3.07984], [-2.69796, 0.39869, -1.46183], [-0.16123, 3.63548, 3.08763], [0.86017, 2.85781, 2.82854], [1.91825, 3.30232, 3.46765], [1.13043, 2.87807, 1.51296], [0.54626, 1.05755, 3.24226], [-0.35012, 0.58915, 2.15647], [0.07560, 0.94769, 4.56443], [2.01669, 0.54549, 2.94973], [2.10474, -0.36584, 1.68925], [1.93023, 0.35195, 0.40471], [1.19643, -1.47629, 1.74882], [3.86881, -0.92883, 1.69831], [4.64627, 0.13899, 1.69317], [4.04896, -1.63402, 0.59500], [4.08451, -1.66577, 2.76027], [-3.05477, -0.53574, 1.26026], [-2.37207, -2.03820, 0.72285], [-1.11605, -1.87639, 0.17470], [-0.41975, -3.02201, -0.17654], [1.19568, -2.72562, -0.74131], [-0.97070, -4.28750, -0.07030], [-0.08745, -5.67039, -0.55259], [-2.27563, -4.40358, 0.42986], [-3.00995, -5.94521, 0.53105], [-2.98620, -3.27223, 0.85326], [-4.56742, -3.40006, 1.49007]],
  "e_homo_ev": -11.3,
  "total_charge": 1,
  "homo_lumo_gap_ev": 7.91
}

=====

{
  "formula": "C30H22F6IrN6P",
  "method": "wB97M-V/def2-TZVPD",
  "symbols": ["Ir", "C", "C", "C", "C", "N", "C", "N", "C", "N", "C", "N", "C", "C", "C", "C", "C", "N", "C", "C", "C", "C", "C", "C", "H", "H", "H", "H", "H", "H", "H", "H", "H", "H", "H", "H", "F", "P", "F", "F", "F", "F", "F", "C", "C", "C", "C", "C", "C", "N", "C", "C", "C", "C", "C", "C", "H", "H", "H", "H", "H", "H", "H", "H", "H", "H"],
  "xyz": [[-0.35556, -0.29336, 0.78156], [2.61474, -2.79817, -0.31875], [1.83293, -3.93142, -0.55834], [0.70398, -4.16893, 0.15764], [0.09764, -3.14564, 0.93851], [0.74927, -1.90940, 0.85521], [2.04400, -1.82930, 0.47226], [-0.93946, -3.39212, 1.78988], [-1.54817, -2.41456, 2.41236], [-1.45790, -1.06140, 2.08106], [-2.37608, -0.33185, 2.81037], [-2.70270, 0.92912, 2.65443], [-2.22915, 1.79373, 1.78036], [-2.75260, 3.08041, 1.80282], [-2.57550, 3.95008, 0.75376], [-1.77340, 3.52651, -0.35428], [-0.99844, 2.37635, -0.20099], [-1.23058, 1.48280, 0.81486], [-3.01531, -1.23075, 3.75715], [-3.84980, -1.14098, 4.83923], [-4.11926, -2.21304, 5.70018], [-3.47589, -3.38796, 5.47289], [-2.82582, -3.58995, 4.23525], [-2.53039, -2.49466, 3.45562], [3.58088, -2.63866, -0.74775], [2.10397, -4.62806, -1.33304], [0.17772, -5.12809, 0.19721], [2.55216, -0.87408, 0.73425], [-3.43450, 3.27990, 2.61039], [-2.94619, 4.95057, 0.74550], [-1.63250, 4.11168, -1.23226], [0.04098, 3.06593, -1.80486], [-4.34571, -0.16722, 4.99565], [-4.71684, -2.08483, 6.61493], [-3.42750, -4.23618, 6.13317], [-2.48477, -4.56451, 3.94279], [1.88329, -0.67809, -2.47862], [3.34265, -0.52008, -3.26773], [2.53218, -0.72572, -4.68778], [4.07096, -0.22300, -1.81731], [2.98014, 1.10856, -3.29259], [4.77782, -0.22935, -4.06301], [3.65246, -2.09189, -3.08858], [3.97097, 2.71708, 0.24733], [3.51770, 3.45500, -0.81007], [2.33064, 3.12735, -1.45391], [1.49044, 2.21995, -0.82575], [1.93202, 1.40878, 0.16430], [3.20232, 1.64327, 0.72011], [0.10419, 2.18034, -1.30757], [-0.16081, 1.20045, -2.35807], [0.11815, 1.67503, -3.62783], [-0.55633, 1.17557, -4.74141], [-1.34024, 0.04001, -4.58698], [-1.34734, -0.59601, -3.36473], [-0.92078, 0.07281, -2.20232], [4.92568, 2.93150, 0.78200], [4.16833, 4.23608, -1.23946], [2.04055, 3.59073, -2.39411], [1.30035, 0.59524, 0.56569], [3.58175, 0.99018, 1.50299], [0.82145, 2.48246, -3.81056], [-0.43317, 1.70576, -5.70372], [-1.92876, -0.37478, -5.40738], [-1.77809, -1.57934, -3.22938], [-1.03279, -0.42982, -1.21254]],
  "s_squared": 8.798,
  "e_homo_ev": [-9.3, -11.9],
  "total_charge": 1,
  "homo_lumo_gap_ev": [5.55, 4.68],
  "multiplicity": 6
}

=====

{
  "formula": "C30H22N2O5SSe4Ti",
  "method": "wB97M-V/def2-TZVPD",
  "symbols": ["Ti", "O", "C", "O", "C", "C", "C", "C", "C", "N", "C", "O", "O", "H", "H", "H", "H", "C", "C", "C", "C", "N", "C", "C", "C", "C", "C", "C", "C", "H", "H", "H", "H", "H", "H", "H", "H", "Se", "Se", "Se", "Se", "O", "S", "C", "C", "C", "C", "C", "C", "C", "C", "C", "C", "C", "C", "H", "H", "H", "H", "H", "H", "H", "H", "H", "H"],
  "xyz": [[-0.49890, 1.41862, 0.21096], [0.68185, 4.58109, -2.26559], [0.61211, 3.36862, -1.70853], [-0.23950, 3.26575, -0.71821], [0.48360, 2.20239, -2.68415], [0.77107, 2.07410, -4.07597], [0.45551, 0.89039, -4.74141], [-0.11059, -0.10109, -4.05650], [-0.31518, 0.06505, -2.68568], [-0.01486, 1.17241, -2.06003], [-0.90237, -1.01591, -1.76865], [-1.20932, -2.05144, -2.30431], [-0.91680, -0.71049, -0.54720], [0.44794, 5.30715, -1.62624], [1.20311, 2.93292, -4.57167], [0.64190, 0.75765, -5.80185], [-0.26603, -1.07868, -4.52949], [-4.27276, 1.91448, -2.22632], [-5.17938, 1.13710, -1.47163], [-4.87782, 0.61536, -0.26583], [-3.57535, 0.86531, 0.24451], [-2.73622, 1.66961, -0.40553], [-3.11585, 2.27462, -1.55559], [-3.11726, 0.34043, 1.53836], [-3.87484, -0.44999, 2.36581], [-3.33507, -1.16073, 3.46708], [-2.03371, -0.92293, 3.77838], [-1.24568, -0.04754, 2.97545], [-1.74263, 0.52014, 1.82934], [-4.58438, 2.32851, -3.23230], [-6.17985, 0.95224, -1.75989], [-5.47850, -0.15631, 0.16068], [-2.44274, 3.08516, -1.78905], [-4.88016, -0.49245, 2.07350], [-3.88619, -1.83135, 4.10428], [-1.67073, -1.43057, 4.65655], [-0.27265, 0.12423, 3.22895], [2.61341, 2.72727, -0.97090], [3.09034, 4.65614, 0.16823], [1.01858, 5.18769, 1.27873], [0.28236, 3.18184, 2.26689], [1.12516, 0.15419, 0.94010], [1.00684, -1.31777, 1.13033], [1.81480, -2.01268, -0.27763], [1.31372, -3.19367, -0.76393], [1.89196, -3.58501, -1.99444], [2.80719, -2.82939, -2.70051], [3.25248, -1.60402, -2.17054], [2.68420, -1.18687, -0.98160], [2.16016, -1.70632, 2.43772], [2.06791, -2.91514, 3.18443], [2.86100, -3.01306, 4.32631], [3.56955, -1.90335, 4.80180], [3.65422, -0.68965, 4.06010], [2.98117, -0.67776, 2.84625], [0.42006, -3.77268, -0.41035], [1.50156, -4.50370, -2.38575], [3.21989, -3.21101, -3.61599], [4.02006, -1.04019, -2.73473], [2.91338, -0.22926, -0.52933], [1.53241, -3.64348, 2.64440], [2.94727, -3.87436, 4.96847], [3.94394, -1.84036, 5.80864], [4.08767, 0.14366, 4.55295], [2.89689, 0.28512, 2.33813]],
  "s_squared": 0.755,
  "e_homo_ev": [-4.0, -4.0],
  "total_charge": -1,
  "homo_lumo_gap_ev": [6.43, 6.44],
  "relative_energy_kcal_mol": 10.8,
  "multiplicity": 2
}

=====

Which formula does entry 1 have? C30H22Cl5F6N4O4S2Zr